--- i ---
{"formula": "C2HN5O", "method": "the ωB97M-V functional and the def2-TZVPD basis", "e_lumo_ev": -1.029, "homo_energy_ha": -0.36678, "homo_lumo_gap_ev": 8.9521, "smiles": "O=c1nncnnn1", "species": ["O", "C", "N", "N", "C", "N", "N", "N", "H"], "coordinates": [[-2.003, -0.219, 0.706], [-1.152, -0.278, -0.146], [-0.742, 0.923, -0.901], [0.359, 1.346, -0.594], [0.964, 0.592, 0.432], [1.232, -0.615, 0.457], [0.690, -1.561, -0.447], [-0.503, -1.482, -0.714], [1.155, 1.294, 1.208]]}

--- ii ---
{"formula": "C2HN5O", "method": "the ωB97M-V functional and the def2-TZVPD basis", "e_lumo_ev": -0.386, "homo_energy_ha": -0.40060, "homo_lumo_gap_ev": 10.5146, "smiles": "c1nnc2onnn12", "species": ["C", "N", "N", "C", "O", "N", "N", "N", "H"], "coordinates": [[-1.138, 0.809, 0.066], [-1.864, -0.278, 0.075], [-0.987, -1.460, -0.009], [0.161, -0.927, -0.091], [1.516, -1.251, 0.015], [2.265, -0.087, 0.121], [1.457, 0.887, -0.058], [0.166, 0.449, -0.052], [-1.576, 1.857, -0.067]]}

Question: which arrangement is favored energetically? Ranking from most to least stable: ii, i.

--- i ---
{"formula": "C2H7NO4", "method": "the ωB97M-V functional and the def2-TZVPD basis", "e_lumo_ev": 0.524, "homo_energy_ha": -0.38506, "homo_lumo_gap_ev": 11.0024, "smiles": "O=CNC=O.O.O", "species": ["O", "C", "N", "C", "O", "H", "H", "H", "O", "H", "H", "O", "H", "H"], "coordinates": [[2.018, -1.436, 2.283], [1.093, -1.402, 1.511], [1.215, -1.819, 0.198], [0.201, -1.684, -0.743], [-0.846, -1.175, -0.464], [0.087, -1.219, 1.902], [2.089, -2.276, 0.005], [0.574, -2.152, -1.661], [0.460, 3.141, -1.096], [0.235, 4.079, -1.168], [1.064, 3.145, -0.355], [-2.640, 1.315, -0.097], [-2.275, 0.687, -0.696], [-3.274, 0.798, 0.381]]}

--- ii ---
{"formula": "C2H7NO4", "method": "the ωB97M-V functional and the def2-TZVPD basis", "e_lumo_ev": 0.568, "homo_energy_ha": -0.37104, "homo_lumo_gap_ev": 10.6646, "smiles": "O=CNC=O.O.O", "species": ["O", "C", "N", "C", "O", "H", "H", "H", "O", "H", "H", "O", "H", "H"], "coordinates": [[-2.014, 1.132, 0.180], [-1.029, 1.486, -0.414], [0.254, 1.363, 0.097], [1.484, 1.918, -0.340], [1.619, 2.495, -1.374], [-1.093, 2.106, -1.304], [0.223, 0.825, 0.954], [2.277, 1.503, 0.303], [-1.448, -0.110, 2.856], [-1.571, -0.974, 2.465], [-2.017, 0.041, 3.595], [0.899, -3.658, -2.571], [1.848, -3.873, -2.551], [0.569, -4.253, -1.895]]}

Question: which arrangement is favored energetically? Ranking from most to least stable: i, ii.

--- i ---
{"formula": "CH6NO2", "method": "the ωB97M-V functional and the def2-TZVPD basis", "e_lumo_ev": 4.917, "homo_energy_ha": -0.12306, "homo_lumo_gap_ev": 8.2653, "charge": -1, "species": ["O", "H", "N", "C", "O", "H", "H", "H", "H", "H"], "coordinates": [[-0.371, 2.111, -0.174], [-0.041, 1.347, 0.481], [-0.673, -1.559, -0.014], [0.514, -0.587, -0.124], [0.655, 0.293, 0.970], [-1.484, -1.015, -0.332], [-0.711, -1.707, 1.031], [0.189, -0.013, -0.990], [1.478, -1.174, -0.260], [0.444, 2.304, -0.587]]}

--- ii ---
{"formula": "CH6NO2", "method": "the ωB97M-V functional and the def2-TZVPD basis", "e_lumo_ev": 4.027, "homo_energy_ha": -0.11675, "homo_lumo_gap_ev": 7.2040, "charge": -1, "species": ["N", "C", "O", "H", "H", "H", "H", "H", "H", "O"], "coordinates": [[1.064, -0.656, 0.841], [0.335, 0.584, 0.573], [-1.053, 1.138, -0.286], [-0.118, -0.605, 0.550], [1.999, -0.666, 0.252], [-0.007, 1.138, 1.427], [1.069, 1.133, -0.106], [-0.612, -1.406, -1.054], [-1.295, 0.318, -0.722], [-1.380, -0.977, -1.475]]}

Question: which arrangement is favored energetically? Ranking from most to least stable: i, ii.

--- i ---
{"formula": "C3H13N2O", "method": "the ωB97M-V functional and the def2-TZVPD basis", "e_lumo_ev": -2.900, "homo_energy_ha": -0.52911, "homo_lumo_gap_ev": 11.4977, "charge": 1, "species": ["C", "C", "C", "N", "N", "H", "H", "H", "H", "H", "H", "H", "H", "H", "H", "H", "H", "H", "O"], "coordinates": [[-0.351, 0.081, 0.732], [0.799, 0.963, 0.328], [2.043, 0.183, 0.294], [2.022, -0.837, -0.882], [-0.503, -0.899, -0.388], [-0.329, -0.491, 1.607], [-1.338, 0.747, 0.755], [0.933, 1.780, 1.067], [0.642, 1.512, -0.554], [1.964, -0.472, 1.150], [2.885, 0.884, 0.208], [2.819, -1.466, -0.932], [0.467, -1.226, -0.567], [2.107, -0.301, -1.762], [-1.098, -1.685, -0.130], [-1.000, -0.495, -1.227], [-3.683, 0.787, 0.825], [-4.654, 0.510, -0.380], [-3.725, 0.423, -0.143]]}

--- ii ---
{"formula": "C3H13N2O", "method": "the ωB97M-V functional and the def2-TZVPD basis", "e_lumo_ev": -3.171, "homo_energy_ha": -0.52260, "homo_lumo_gap_ev": 11.0495, "charge": 1, "species": ["N", "C", "C", "N", "C", "H", "H", "H", "H", "H", "H", "H", "H", "H", "H", "H", "H", "H", "O"], "coordinates": [[0.830, 0.751, 1.261], [0.647, -0.686, 0.737], [-0.887, -0.909, 0.626], [-1.572, 0.346, 0.615], [-1.666, 0.970, -0.713], [1.529, 1.255, 0.729], [-0.188, 1.083, 1.317], [1.254, 0.756, 2.196], [1.176, -0.681, -0.201], [1.139, -1.321, 1.458], [-1.063, -1.591, -0.212], [-1.169, -1.471, 1.506], [-2.521, 0.288, 0.962], [-1.811, 0.213, -1.483], [-0.774, 1.526, -0.945], [-2.551, 1.605, -0.718], [2.749, -1.372, -2.717], [2.347, 0.034, -2.449], [2.531, -0.795, -1.969]]}

--- iii ---
{"formula": "C3H13N2O", "method": "the ωB97M-V functional and the def2-TZVPD basis", "e_lumo_ev": -9.381, "homo_energy_ha": -0.51173, "homo_lumo_gap_ev": 4.5443, "charge": 1, "species": ["N", "C", "C", "C", "N", "H", "H", "H", "H", "H", "H", "H", "H", "H", "H", "H", "H", "H", "O"], "coordinates": [[0.519, 0.404, -2.163], [0.168, -0.730, 0.408], [0.013, -2.119, -0.116], [-0.746, -0.139, 1.254], [-2.008, -0.730, 1.479], [1.387, 0.253, -2.689], [-0.164, 0.799, -2.827], [0.504, 1.078, -1.260], [1.150, -0.277, 0.361], [-0.835, -2.648, 0.306], [-0.088, -2.091, -1.193], [0.940, -2.657, 0.090], [-0.503, 0.785, 1.770], [6.795, 3.531, 0.559], [-2.674, 0.011, 1.217], [-2.176, -0.884, 2.462], [0.709, 2.727, -0.814], [6.148, 3.591, 0.938], [0.285, 1.950, -0.369]]}

Question: which arrangement is favored energetically? Ranking from most to least stable: ii, i, iii.

--- i ---
{"formula": "C2H4NP", "method": "the ωB97M-V functional and the def2-TZVPD basis", "spin_multiplicity": 3, "e_lumo_ev": [-0.442, -1.519], "homo_energy_ha": [-0.27844, -0.35733], "homo_lumo_gap_ev": [7.1344, 8.2042], "species": ["C", "C", "N", "P", "H", "H", "H", "H"], "coordinates": [[-1.406, 0.265, -0.135], [-0.358, -0.536, -0.015], [1.676, 0.912, 0.104], [2.644, -0.234, -0.079], [-2.327, -0.318, -0.462], [-1.306, 1.210, 0.416], [-0.023, -1.498, -0.008], [3.834, 0.471, -0.019]]}

--- ii ---
{"formula": "C2H4NP", "method": "the ωB97M-V functional and the def2-TZVPD basis", "spin_multiplicity": 3, "e_lumo_ev": [0.671, -2.416], "homo_energy_ha": [-0.26843, -0.38422], "homo_lumo_gap_ev": [7.9754, 8.0387], "species": ["C", "C", "N", "P", "H", "H", "H", "H"], "coordinates": [[-1.344, 3.263, -0.653], [-1.372, 2.095, -0.406], [0.642, -1.141, -0.764], [1.013, -2.308, 0.056], [-1.356, 4.294, -0.848], [1.738, -2.426, 1.259], [-1.349, 1.061, -0.232], [0.748, -3.681, -0.166]]}

Question: which arrangement is favored energetically? Ranking from most to least stable: i, ii.